Record 1
{"formula": "C75H50F18GeIrN3O4P2SSbTe", "method": "ωB97M-V/def2-TZVPD", "species": ["Ir", "O", "C", "O", "C", "C", "N", "N", "C", "C", "O", "O", "H", "H", "H", "C", "N", "C", "P", "C", "C", "C", "C", "C", "C", "C", "C", "C", "C", "C", "C", "C", "C", "C", "C", "C", "C", "P", "C", "C", "C", "C", "C", "C", "C", "C", "C", "C", "C", "C", "H", "H", "H", "H", "H", "H", "H", "H", "H", "H", "H", "H", "H", "H", "H", "H", "H", "H", "H", "H", "H", "H", "H", "H", "H", "H", "H", "H", "H", "F", "C", "C", "C", "C", "C", "C", "Sb", "C", "C", "C", "C", "F", "C", "C", "C", "C", "C", "C", "F", "C", "C", "H", "H", "H", "H", "H", "H", "H", "H", "H", "H", "H", "H", "C", "Te", "C", "H", "H", "H", "H", "H", "H", "F", "C", "C", "C", "F", "C", "F", "C", "F", "C", "F", "Ge", "S", "C", "C", "F", "C", "F", "C", "F", "C", "F", "C", "F", "C", "C", "F", "C", "F", "C", "F", "C", "F", "C", "F"], "positions_angstrom": [[0.365408, 0.368876, 0.344284], [-5.135933, -0.585870, 2.740490], [-4.203980, -0.822781, 3.635844], [-4.429921, -1.015470, 4.800450], [-2.778716, -0.846315, 3.165638], [-1.726454, -1.167123, 4.001363], [-0.599309, -1.036100, 3.288991], [-0.847562, -0.645412, 2.039924], [-2.164345, -0.520127, 1.940239], [-2.713236, -0.115477, 0.610737], [-3.918233, -0.096894, 0.401967], [-1.810098, 0.188941, -0.253687], [-4.786854, -0.439840, 1.828838], [-1.742655, -1.465886, 5.037023], [0.348543, -1.223024, 3.577783], [2.057788, 3.346656, 1.390056], [1.053277, 4.298599, 1.693402], [-0.197634, 4.288039, 0.979935], [-0.597873, 2.883196, -0.184667], [0.264636, 3.494309, -1.690500], [1.388763, 2.836239, -2.174630], [2.092167, 3.333493, -3.262748], [1.667384, 4.496498, -3.885161], [0.533674, 5.149643, -3.421609], [-0.167982, 4.652699, -2.335848], [-2.340463, 3.340241, -0.518017], [-3.145191, 2.432005, -1.208237], [-4.439550, 2.761225, -1.574819], [-4.958570, 4.003230, -1.247509], [-4.175774, 4.905711, -0.541050], [-2.880731, 4.582402, -0.171551], [1.250442, 5.286127, 2.680485], [2.513905, 5.858622, 2.867525], [2.708878, 6.854445, 3.808755], [1.651155, 7.309111, 4.581791], [0.395419, 6.748405, 4.405588], [0.192893, 5.749721, 3.467405], [1.510690, 1.641299, 1.983230], [3.048605, 0.914076, 2.603360], [3.013427, 0.022399, 3.675811], [4.171492, -0.616113, 4.090530], [5.365826, -0.386932, 3.423226], [5.403517, 0.486822, 2.343760], [4.248301, 1.127802, 1.925060], [0.528104, 2.093172, 3.438776], [1.154689, 2.480429, 4.622253], [0.385500, 2.857121, 5.711631], [-0.999596, 2.856251, 5.623960], [-1.625649, 2.492849, 4.439639], [-0.864213, 2.114254, 3.345606], [2.959629, 3.563961, 1.955627], [2.289961, 3.304685, 0.321533], [-0.271348, 5.198505, 0.372564], [-1.029026, 4.286411, 1.688667], [1.716588, 1.933461, -1.677935], [2.970186, 2.813513, -3.625091], [2.219182, 4.894323, -4.726470], [0.195766, 6.054008, -3.910139], [-1.062395, 5.162705, -1.997960], [-2.768680, 1.451145, -1.445808], [-5.040520, 2.040437, -2.113534], [-5.966962, 4.268703, -1.534777], [-4.574478, 5.874729, -0.272165], [-2.320669, 5.324224, 0.378939], [3.342260, 5.567396, 2.233531], [3.688972, 7.299126, 3.919951], [1.801126, 8.097723, 5.306074], [-0.437910, 7.088887, 5.006067], [-0.791529, 5.308685, 3.381016], [2.081542, -0.136859, 4.205436], [4.140276, -1.294643, 4.932272], [6.270142, -0.886205, 3.744825], [6.338209, 0.666620, 1.827645], [4.292328, 1.831912, 1.101423], [2.235227, 2.479699, 4.690713], [0.869504, 3.144705, 6.635263], [-1.594979, 3.135756, 6.482917], [-2.706510, 2.495575, 4.373383], [-1.347385, 1.826651, 2.419247], [4.376261, -2.109169, -5.833973], [3.255232, -1.783411, -5.191082], [2.805240, -0.474652, -5.255255], [1.641277, -0.142961, -4.581471], [0.948834, -1.106957, -3.853964], [1.434440, -2.408749, -3.788317], [2.585497, -2.761169, -4.473481], [-0.780612, -0.424649, -2.780492], [-2.256122, -1.918171, -3.114382], [-3.539821, -1.699058, -2.625584], [-4.562488, -2.571104, -2.956587], [-4.275215, -3.646590, -3.780883], [-5.253260, -4.483733, -4.118924], [-3.002538, -3.881693, -4.274219], [-1.980922, -3.010833, -3.929548], [-1.413813, 0.872530, -4.425152], [-1.537394, 0.208294, -5.641092], [-1.950460, 0.899655, -6.767088], [-2.241141, 2.248576, -6.652115], [-2.641401, 2.918054, -7.733217], [-2.118722, 2.924905, -5.453200], [-1.694205, 2.224533, -4.332648], [3.355086, 0.253502, -5.837276], [1.263095, 0.870404, -4.638166], [0.921750, -3.153924, -3.193115], [2.972011, -3.772445, -4.459483], [-3.747614, -0.866015, -1.963143], [-5.569688, -2.425868, -2.590071], [-2.833196, -4.722152, -4.934403], [-0.986860, -3.178894, -4.324713], [-1.320120, -0.849717, -5.723555], [-2.042469, 0.408453, -7.726403], [-2.351687, 3.980519, -5.405489], [-1.593494, 2.754161, -3.400222], [4.699658, 0.664767, -1.490560], [2.895126, -0.437488, -1.011095], [3.988859, -1.861675, 0.129718], [5.217628, 0.066588, -2.239475], [5.346275, 0.797354, -0.625754], [4.458500, 1.636058, -1.917403], [4.366085, -1.418736, 1.046487], [4.809889, -2.197212, -0.501485], [3.322826, -2.693154, 0.343694], [2.280090, -4.720116, -1.100015], [1.179577, -5.310646, -1.608045], [-0.030125, -5.111939, -0.960232], [-1.151582, -5.705042, -1.513426], [-2.346326, -5.529547, -0.949100], [-1.070359, -6.484055, -2.655958], [-2.159680, -7.032823, -3.174940], [0.157303, -6.669970, -3.273330], [0.242221, -7.400139, -4.367883], [1.297415, -6.070454, -2.753085], [2.468394, -6.210862, -3.365404], [-0.008145, -3.930386, 0.619965], [0.556035, -2.021800, -0.346672], [-1.748754, -3.994443, 1.546808], [-2.832392, -3.366419, 0.959426], [-2.611721, -2.643648, -0.148305], [-4.118343, -3.485830, 1.443543], [-5.129611, -2.865641, 0.846941], [-4.339420, -4.288478, 2.555623], [-5.560242, -4.445635, 3.019708], [-3.276021, -4.937618, 3.168597], [-3.490055, -5.709728, 4.222444], [-1.996909, -4.780155, 2.661110], [-0.984104, -5.407761, 3.265994], [1.395492, -4.539782, 1.875117], [2.061902, -3.663476, 2.706437], [1.725500, -2.349725, 2.675149], [3.049855, -4.074058, 3.578927], [3.670052, -3.191402, 4.361511], [3.383812, -5.418823, 3.633633], [4.339671, -5.825201, 4.445343], [2.709139, -6.334138, 2.835832], [3.001783, -7.621568, 2.910891], [1.729769, -5.881960, 1.968740], [1.072909, -6.772287, 1.220712]], "forces_ev_per_a": [[-0.3035, 0.3683, 0.8483], [-0.3724, 0.0439, -0.0605], [0.4098, -0.0978, 0.1633], [-0.0751, -0.0190, -0.0535], [0.0214, 0.1326, -0.1428], [-0.1540, 0.0204, -0.0412], [0.0194, 0.0902, 0.1725], [-0.0364, 0.5465, -0.4152], [-0.1255, -0.1339, 0.2102], [0.0206, -0.0816, 0.2705], [0.0963, 0.0210, 0.0331], [0.4613, -0.5444, -0.1182], [0.1049, 0.0217, -0.0039], [0.0351, -0.0392, -0.0123], [-0.0551, -0.0407, -0.0515], [-0.2777, -0.4508, -0.1342], [-0.0463, -0.0804, -0.2378], [-0.0614, -0.1282, 0.2786], [1.2786, 0.1396, -0.0924], [0.0417, -0.3720, 0.0041], [-0.0241, 0.0608, -0.0449], [0.0073, 0.0262, -0.0229], [0.0648, -0.0370, -0.0042], [-0.0535, 0.0741, -0.0078], [-0.0452, 0.0283, 0.1073], [-0.1127, -0.8346, 0.1624], [-0.0486, 0.1447, -0.2569], [-0.0397, 0.0959, -0.0371], [0.0301, -0.0531, -0.0004], [-0.0221, 0.0411, -0.0151], [0.0460, 0.1299, 0.1434], [0.1604, 0.4536, 0.2745], [-0.1102, -0.1092, -0.2000], [-0.0373, 0.0319, 0.0859], [-0.0333, 0.0031, 0.0403], [0.0832, 0.0733, 0.0350], [0.0190, -0.2668, -0.1505], [0.4712, -0.1711, -0.5731], [-0.2725, -0.5644, -0.0535], [0.0990, 0.2217, -0.1087], [0.0586, 0.1739, 0.2142], [-0.0074, 0.0275, -0.0082], [0.0436, 0.0546, -0.0280], [-0.0169, 0.2768, 0.2223], [-0.2824, -0.4240, -0.3433], [0.0518, -0.0467, -0.0928], [0.0211, 0.0149, 0.0471], [0.0009, -0.0127, 0.0369], [-0.0696, 0.0130, -0.0627], [0.1188, 0.1304, 0.1232], [0.0471, -0.0010, -0.0331], [0.1889, -0.0317, 0.0211], [-0.1409, -0.0599, -0.0373], [-0.0356, -0.0246, -0.0473], [-0.0117, -0.0162, -0.0216], [0.0099, -0.0105, -0.0078], [-0.0328, -0.0025, -0.0143], [-0.0177, -0.0013, 0.0084], [0.0220, 0.0348, -0.0127], [-0.0827, 0.2203, -0.1042], [-0.0001, -0.0040, 0.0179], [-0.0092, -0.0064, 0.0157], [0.0103, 0.0010, 0.0038], [-0.0070, -0.0370, -0.0298], [0.0139, -0.0117, 0.0145], [0.0108, -0.0277, -0.0058], [0.0054, -0.0094, 0.0017], [-0.0096, -0.0036, -0.0080], [-0.0202, 0.0335, -0.0239], [0.0861, -0.0129, 0.0741], [0.0776, 0.3676, -0.0480], [0.0014, 0.0142, 0.0184], [0.0081, 0.0281, 0.0215], [0.0085, -0.0659, -0.0149], [-0.0039, 0.0288, 0.0650], [0.0076, 0.0277, -0.0149], [0.0044, 0.0111, 0.0005], [0.0031, -0.0026, -0.0044], [-0.0332, 0.0327, 0.0895], [0.0137, -0.0198, -0.0160], [-0.0871, 0.0803, 0.1069], [0.0569, -0.0240, -0.0524], [0.0004, 0.0123, 0.0076], [-0.3833, 0.0797, 0.4170], [0.0071, 0.0156, 0.0397], [0.0579, -0.0933, -0.0221], [0.0827, -0.2173, -1.4573], [0.3277, 0.2694, 0.3182], [0.0082, 0.0057, 0.0118], [-0.0597, -0.0043, -0.0267], [0.1475, 0.0782, 0.0289], [-0.0490, -0.0189, 0.0187], [-0.0345, -0.0621, -0.0554], [0.0077, -0.0263, 0.0105], [0.0553, -0.0220, 0.6042], [-0.0535, -0.0767, -0.0044], [0.0099, -0.0228, -0.0846], [0.0817, -0.0279, 0.1325], [-0.0157, 0.0035, -0.0310], [-0.0064, 0.0582, -0.0520], [-0.0289, -0.0046, -0.0467], [-0.0045, -0.0176, -0.0064], [0.0383, 0.0382, -0.0368], [0.0280, -0.0209, 0.0149], [-0.0005, 0.0122, 0.0095], [-0.0458, -0.0236, -0.0158], [-0.0009, -0.0175, -0.0014], [-0.0040, -0.0245, 0.0300], [-0.0499, -0.0147, -0.0220], [-0.0011, 0.0039, -0.0489], [-0.0364, 0.0065, 0.0071], [-0.0004, -0.0103, -0.0082], [-0.0176, 0.0122, 0.0944], [-0.1504, 0.2896, 0.4071], [-0.1601, 0.1964, -0.4020], [-0.2337, 0.0986, 0.3183], [-0.1594, -0.1052, -0.0031], [-0.0791, -0.0384, 0.0014], [-0.0876, 0.0008, 0.0041], [-0.0235, -0.0044, -0.0160], [-0.0318, 0.1049, -0.0977], [-0.0332, 0.0269, -0.0551], [0.0584, -0.1072, -0.1561], [-0.0850, 0.0637, 0.1221], [0.2146, 0.4135, 0.1684], [0.1240, 0.0898, 0.1083], [-0.1027, -0.0591, -0.0799], [-0.0668, 0.0022, -0.0049], [-0.0016, -0.0220, -0.0038], [0.0074, 0.0799, 0.0560], [-0.0076, -0.0267, -0.0675], [-0.0168, 0.0390, 0.0410], [0.0318, -0.0379, -0.0028], [-0.5193, -0.5670, 0.6567], [-0.0010, 0.9719, -0.1818], [0.3502, 0.0784, -0.2725], [0.1446, -0.2103, 0.1161], [-0.1545, -0.0861, -0.0591], [-0.0096, 0.0166, -0.1145], [-0.0232, -0.0995, -0.0240], [0.0486, -0.0015, -0.0179], [-0.0405, 0.0297, 0.0398], [0.0484, -0.0363, 0.0561], [-0.0166, 0.0208, 0.0284], [0.0228, 0.2333, -0.1161], [-0.0817, -0.1290, 0.1173], [-0.2494, 0.1663, -0.3179], [-0.1088, -0.2366, -0.1564], [0.2516, -0.0870, 0.0365], [-0.0910, -0.0310, -0.0918], [-0.0579, -0.5095, 0.0145], [-0.0587, 0.0143, -0.0813], [0.0189, -0.0213, 0.0834], [-0.0157, -0.0641, -0.0453], [0.0429, 0.0389, 0.0040], [-0.0303, 0.1919, 0.0283], [0.1068, -0.0375, 0.0722]], "largest_force_ev_per_a": 1.5, "spin_multiplicity": 2, "s2": 0.781, "relative_energy_kj_mol": 0.0, "homo_lumo_gap_ev": [5.58, 4.68], "charge": 2}



Record 2
{"formula": "C3H4N2O2", "method": "ωB97M-V/def2-TZVPD", "species": ["C", "C", "C", "H", "H", "H", "H", "N", "N", "O", "O"], "positions_angstrom": [[0.337000, -0.865655, -0.121554], [-1.705551, -0.371185, -0.190013], [-0.993673, 0.947640, -0.202596], [2.350096, -0.830008, 0.355652], [-2.861334, -0.558432, 0.059660], [-1.411164, 1.991104, 0.001703], [1.592317, 1.186199, 0.834884], [-0.843834, -1.455554, 0.008584], [0.342374, 0.466572, -0.347827], [1.592496, -1.621870, -0.263260], [1.601268, 1.111186, -0.135229]], "forces_ev_per_a": [[2.0915, -3.6680, -1.0125], [-0.7623, 2.5349, 2.4670], [-1.8738, -3.3049, -0.1372], [-3.2394, -3.8176, -3.1503], [2.8808, 0.7766, -0.9808], [1.2063, -1.7629, -0.7587], [0.2761, 0.4317, -0.1689], [0.9569, 2.5802, -1.3826], [-0.1197, 0.6352, 1.1163], [0.3028, 5.6819, 3.7585], [-1.7192, -0.0870, 0.2492]], "largest_force_ev_per_a": 6.8, "spin_multiplicity": 1, "relative_energy_kj_mol": 590.7, "homo_lumo_gap_ev": 8.51}